Entry from the OMol25 dataset: a structure of composition C37H40NiOP2 in a non-equilibrium geometry (ωB97M-V with the def2-TZVPD basis set).

XYZ file:
```
81
Properties=species:S:1:pos:R:3
Ni -2.091 -0.362 -0.039
C -3.542 2.826 3.821
C -2.547 3.234 3.008
C -1.114 3.274 3.419
C -0.671 1.838 3.726
C -1.363 1.220 4.898
C -1.862 1.802 5.995
C -2.448 3.225 6.132
C -3.672 3.508 5.162
C -3.815 -1.693 -0.080
H -4.304 2.076 3.547
H -2.712 3.527 1.958
H -0.882 3.967 4.247
H -0.493 3.604 2.575
H -0.856 1.150 2.887
H 0.432 1.874 3.781
H -1.197 0.137 4.965
H -1.965 1.140 6.889
H -1.635 3.977 5.963
H -2.851 3.383 7.165
H -4.631 3.191 5.624
H -3.712 4.619 5.001
H -4.342 -1.999 -1.008
H -4.629 -1.655 0.684
H -3.149 -2.526 0.221
P 0.906 0.052 -2.907
P 1.722 -2.261 -1.342
C 2.444 0.232 -2.005
C 2.811 -0.848 -1.239
C 1.537 0.634 -4.577
C 2.660 1.453 -4.786
C 3.092 1.736 -6.090
C 2.429 1.198 -7.202
C 1.302 0.391 -6.986
C 0.856 0.102 -5.691
C -0.026 1.431 -2.129
C -0.693 1.199 -0.879
C -1.377 2.274 -0.283
C -1.520 3.486 -0.982
C -0.897 3.680 -2.223
C -0.155 2.649 -2.805
C 3.010 -3.501 -2.022
C 3.523 -3.308 -3.320
C 4.403 -4.244 -3.871
C 4.820 -5.367 -3.139
C 4.374 -5.504 -1.809
C 3.489 -4.567 -1.259
C 1.601 -2.747 0.436
C 0.615 -3.708 0.742
C 0.434 -4.152 2.054
C 1.243 -3.637 3.080
C 2.225 -2.671 2.789
C 2.360 -2.185 1.476
H 3.019 1.154 -2.100
H 3.745 -0.956 -0.688
H 3.212 1.875 -3.942
H 3.963 2.379 -6.246
H 2.793 1.393 -8.221
H 0.776 -0.032 -7.837
H -0.006 -0.544 -5.522
H -0.452 0.273 -0.287
H -1.793 2.169 0.729
H -2.144 4.283 -0.577
H -0.996 4.630 -2.750
H 0.332 2.812 -3.770
H 3.225 -2.421 -3.887
H 4.774 -4.093 -4.886
H 5.510 -6.097 -3.572
H 4.727 -6.332 -1.201
H 3.170 -4.644 -0.214
H 0.002 -4.113 -0.057
H -0.311 -4.918 2.271
H 1.129 -4.008 4.094
H 2.894 -2.321 3.580
H 3.075 -1.392 1.275
C -4.983 0.829 1.510
C -3.636 0.053 1.505
O -3.118 -0.118 2.607
H -5.749 0.479 0.818
H -4.914 1.904 1.289
H -5.380 0.599 2.506
```

Values from the calculation:
frontier orbital gap (alpha / beta) = 6.256 / 7.765 eV
expectation value of S² = 2.012
spin multiplicity = 3
net charge = 0
E_HOMO (alpha / beta) = -6.1 / -7.6 eV